Entry 1:
Below is a 5-piece molecular cluster, C33H61N3O4S2 overall, with properties calculated with the ωB97M-V functional and the def2-TZVPD basis.

Output
SMILES: CCN(CC)C(=S)SCCC[C@H](C#N)[C@@H](C#N)CCC(C)C.C1CCOC1.C1CCOC1.C1CCOC1.C1CCOC1
2S+1: 1

Atoms and positions in Å:
C: 5.4429 0.1804 -0.6657
C: 5.1608 1.6420 -0.3008
N: 3.8584 2.2030 -0.7010
C: 3.5444 2.0778 -2.1435
C: 3.2062 3.3952 -2.8469
C: 2.8023 1.9628 0.1722
S: 2.6125 0.6652 1.1523
S: 1.6360 3.2710 0.0626
C: 0.2088 2.6956 1.0063
C: -0.5254 1.4683 0.4684
C: -1.2832 1.6677 -0.8443
C: -0.4220 1.6035 -2.1338
C: -1.1111 2.3844 -3.1821
N: -1.6804 2.9476 -3.9909
C: -0.2058 0.1516 -2.6664
C: 0.5723 0.2362 -3.9176
N: 1.2563 0.3000 -4.8257
C: 0.5328 -0.7321 -1.6327
C: 1.3291 -1.9183 -2.1674
C: 2.0901 -2.6185 -1.0134
C: 1.2697 -3.7604 -0.4019
C: 3.4732 -3.0854 -1.4652
H: 6.5099 0.0471 -0.8751
H: 4.8979 -0.1470 -1.5546
H: 5.1768 -0.4940 0.1506
H: 5.9194 2.3045 -0.7334
H: 5.2326 1.7622 0.7837
H: 4.4217 1.6443 -2.6296
H: 2.7259 1.3583 -2.2821
H: 3.2621 3.2626 -3.9312
H: 3.9002 4.1788 -2.5289
H: 2.1961 3.7346 -2.6052
H: -0.4561 3.5695 1.0052
H: 0.5162 2.5301 2.0429
H: 0.1800 0.6423 0.4065
H: -1.2572 1.1792 1.2333
H: -1.8536 2.6026 -0.8232
H: -2.0330 0.8680 -0.9198
H: 0.5557 2.0743 -1.9857
H: -1.1978 -0.2496 -2.9071
H: -0.2063 -1.0780 -0.9010
H: 1.2258 -0.0810 -1.0841
H: 0.6445 -2.6447 -2.6241
H: 2.0491 -1.5795 -2.9168
H: 2.2384 -1.8679 -0.2227
H: 1.6054 -3.9892 0.6126
H: 1.3586 -4.6660 -1.0147
H: 0.2058 -3.4965 -0.3716
H: 4.1151 -2.2226 -1.6794
H: 3.9650 -3.6657 -0.6787
H: 3.4084 -3.6872 -2.3790
C: 0.7831 -1.8390 5.1535
C: 2.2033 -2.3170 5.4511
C: 2.5772 -2.9969 4.1392
O: 1.8795 -2.2941 3.1110
C: 0.9011 -1.4296 3.6937
H: 0.4514 -1.0208 5.7912
H: 0.0707 -2.6592 5.2609
H: 2.8591 -1.4631 5.6353
H: 2.2707 -2.9894 6.3057
H: 2.2585 -4.0454 4.1336
H: 3.6466 -2.9608 3.9259
H: 1.2449 -0.3943 3.5972
H: -0.0361 -1.5338 3.1442
C: -4.3130 -4.0456 5.8831
C: -4.3641 -3.1603 7.1266
C: -3.0244 -2.4403 7.0429
O: -2.7269 -2.3124 5.6518
C: -3.6124 -3.1313 4.8866
H: -5.2923 -4.3720 5.5361
H: -3.7058 -4.9324 6.0766
H: -5.1855 -2.4449 7.0473
H: -4.4843 -3.7158 8.0556
H: -2.2315 -3.0228 7.5248
H: -3.0420 -1.4460 7.4911
H: -4.3318 -2.4899 4.3658
H: -3.0316 -3.6737 4.1394
C: -0.2379 2.6692 -7.2897
C: -0.7559 3.4753 -8.4789
C: 0.0386 2.8708 -9.6297
O: 0.2693 1.5062 -9.2849
C: -0.0664 1.2899 -7.9092
H: -0.9100 2.6674 -6.4341
H: 0.7293 3.0569 -6.9607
H: -1.8240 3.2940 -8.6187
H: -0.6028 4.5496 -8.3817
H: 1.0037 3.3766 -9.7499
H: -0.4900 2.9092 -10.5839
H: -0.9996 0.7168 -7.8600
H: 0.7228 0.7086 -7.4358
C: -5.6746 1.6336 1.8608
C: -5.2929 1.6587 3.3395
C: -4.1327 0.6730 3.3746
O: -3.4883 0.7738 2.1012
C: -4.3107 1.5134 1.1954
H: -6.2238 2.5154 1.5344
H: -6.2812 0.7524 1.6421
H: -4.9526 2.6565 3.6245
H: -6.1057 1.3727 4.0055
H: -4.4877 -0.3535 3.5113
H: -3.4032 0.8896 4.1553
H: -3.8591 2.4999 1.0374
H: -4.3438 0.9909 0.2382

Entry 2:
Below is a 3-piece molecular cluster, C33H62Br2N4O12P3S2 overall, with properties calculated with the ωB97M-V functional and the def2-TZVPD basis.

Output
Total charge: -1
2S+1: 1

Atoms and positions in Å:
C: -1.6209 6.9705 2.6696
C: -0.0850 6.7952 2.0405
S: -0.1062 6.0022 0.3444
C: 1.6630 5.8610 -0.3616
C: 2.5099 4.6369 0.3441
O: 3.8331 4.2608 -0.1779
P: 4.0184 2.5983 -0.7829
C: 3.8810 0.8271 -1.4176
C: 4.4294 -0.4280 -0.5882
C: 3.4626 -0.8320 0.7167
Br: 2.0770 -2.1257 0.0434
C: 4.7839 2.2836 0.9639
C: 5.7098 3.5262 1.5509
S: 4.8400 4.5152 2.9358
C: 6.1736 4.8516 4.2074
N: 6.6233 6.1018 4.9280
N: 7.7062 5.6359 5.7088
C: 8.0604 4.1704 5.5984
O: 7.0467 3.7350 4.6254
C: 5.7304 2.9001 -1.6689
C: 6.8818 1.8044 -1.3233
O: 7.7058 1.7836 -0.2697
Br: 7.2032 0.3030 -2.6690
C: 3.3954 3.4844 -2.4242
C: 2.4331 2.6512 -3.4296
C: 2.0066 3.4383 -4.8452
C: 2.6832 4.9531 -4.9035
C: 3.6053 5.6324 -3.7597
N: 3.9522 4.8723 -2.5438
O: 2.3813 2.2268 -0.1705
C: 1.5089 3.3621 0.1322
C: 0.7617 2.8288 1.5299
C: -0.8306 2.4641 1.2911
N: -1.0597 1.2891 0.3585
H: -1.6305 7.6866 3.6218
H: -2.3709 7.4209 1.8789
H: -1.9923 5.9168 3.0792
H: 0.3673 7.8969 2.0491
H: 0.5138 6.1923 2.8538
H: 2.1344 6.9336 -0.1888
H: 1.4995 5.6753 -1.5271
H: 2.3714 4.8810 1.4833
H: 4.3105 0.7933 -2.5292
H: 2.7131 0.6032 -1.5496
H: 5.5568 -0.3932 -0.2314
H: 4.3667 -1.3898 -1.2938
H: 4.1682 -1.3286 1.5126
H: 2.9839 0.1095 1.2338
H: 3.8435 2.2247 1.6973
H: 5.4940 1.3685 1.0431
H: 6.2157 4.1973 0.7442
H: 6.6331 3.0445 2.1430
H: 8.8985 3.5125 6.0811
H: 5.4792 2.7511 -2.8278
H: 6.1718 3.9657 -1.4413
H: 1.9989 1.5765 -3.3246
H: 1.3525 2.9612 -5.6889
H: 2.4616 5.5835 -5.8790
H: 4.0120 6.7322 -3.9368
H: 0.6489 3.3943 -0.6593
H: 1.3264 1.8378 1.8783
H: 0.8437 3.6173 2.3991
H: -1.3847 3.4148 0.8471
H: -1.3271 2.2113 2.3455
H: -0.1403 0.9120 0.0340
H: -1.6655 1.5678 -0.4454
O: -1.4601 -8.3257 1.5188
P: -1.3221 -7.3453 0.3283
O: -1.5909 -5.9844 1.2344
C: -0.5683 -5.5360 2.1057
C: 0.6430 -5.0292 1.3416
O: -2.8851 -7.5457 -0.2159
C: -3.6035 -8.7285 0.1090
C: -4.3680 -8.5715 1.4164
O: -1.1678 -6.2498 -1.0018
C: -0.0332 -6.4241 -1.8345
C: 0.2044 -7.8658 -2.2469
H: -0.2824 -6.3331 2.7954
H: -0.9850 -4.7168 2.6987
H: 1.1760 -5.8649 0.8791
H: 1.3396 -4.5172 2.0092
H: 0.3450 -4.3413 0.5434
H: -2.9280 -9.5910 0.1384
H: -4.3150 -8.9200 -0.7005
H: -3.7766 -8.0893 2.2005
H: -4.7060 -9.5431 1.7840
H: -5.2454 -7.9334 1.2573
H: 0.8500 -6.0257 -1.3323
H: -0.1952 -5.8151 -2.7317
H: 0.3966 -8.5045 -1.3832
H: 1.0686 -7.9329 -2.9153
H: -0.6729 -8.2700 -2.7628
O: -5.5549 -0.9419 -2.3267
P: -6.2368 -1.1878 -0.9584
O: -6.3574 -2.8287 -1.1537
C: -5.1836 -3.6136 -1.0434
C: -4.6412 -3.6222 0.3757
O: -7.7719 -0.8021 -1.4821
C: -7.9449 0.0301 -2.6215
C: -8.0083 -0.7901 -3.9027
O: -6.9988 -1.4626 0.5703
C: -6.3920 -0.8510 1.6967
C: -6.0440 0.6113 1.4826
H: -4.4241 -3.2590 -1.7435
H: -5.4495 -4.6350 -1.3305
H: -4.2108 -2.6475 0.6228
H: -3.8554 -4.3726 0.4888
H: -5.4365 -3.8286 1.0996
H: -7.1536 0.7871 -2.6666
H: -8.8868 0.5738 -2.4979
H: -7.2493 -1.5771 -3.9428
H: -7.8889 -0.1473 -4.7779
H: -8.9789 -1.2959 -3.9702
H: -5.4999 -1.4130 1.9781
H: -7.1005 -0.9342 2.5293
H: -5.3188 0.7381 0.6771
H: -5.6137 1.0374 2.3944
H: -6.9364 1.1854 1.2118

no.,total energy (eV),gap between HOMO and LUMO (eV)
1,-69539.269,8.68
2,-255359.906,5.42